Molecular formula: C3H2INOS
Method: DFT, wB97M-V/def2-TZVPD

- HOMO: -8.93 eV
- Kohn-Sham gap: 8.843 eV
- Energy above the lowest of the compared OMol25 structures with the same formula, charge and spin: 58.8 kcal per mole
- SMILES: N=C=O.SC#CI

ORCA input file:
```
! wB97M-V def2-TZVPD RIJCOSX def2/J DEFGRID3
* xyz 0 1
N 0.062 2.759 0.394
C -0.479 1.733 0.388
O -1.217 0.850 0.495
H 0.960 3.158 0.058
S -0.285 -1.127 -2.070
C 0.193 -1.842 -0.522
C 0.830 -2.137 0.469
I 1.296 -2.725 2.441
H -1.359 -0.668 -1.652
*
```

---

Molecular formula: C4H7N3
Method: DFT, wB97M-V/def2-TZVPD

- HOMO: -9.77 eV
- Kohn-Sham gap: 10.336 eV
- Energy above the lowest of the compared OMol25 structures with the same formula, charge and spin: 18.3 kcal per mole
- SMILES: [H]/N=C(\C#N)NCC

ORCA input file:
```
! wB97M-V def2-TZVPD RIJCOSX def2/J DEFGRID3
* xyz 0 1
H 2.684 -1.577 -0.748
N 1.823 -1.549 -0.206
C 1.466 -0.347 0.008
C 2.197 0.802 -0.534
N 2.720 1.685 -1.071
N 0.317 -0.002 0.686
C -0.984 -0.538 0.286
C -1.787 0.499 -0.509
H 0.281 0.971 0.952
H -0.789 -1.436 -0.307
H -1.537 -0.856 1.173
H -1.620 0.416 -1.586
H -1.495 1.514 -0.218
H -2.858 0.414 -0.319
*
```

---

Molecular formula: C3H6N2O2S
Method: DFT, wB97M-V/def2-TZVPD

- HOMO: -8.78 eV
- Kohn-Sham gap: 9.394 eV
- Energy above the lowest of the compared OMol25 structures with the same formula, charge and spin: 73.8 kcal per mole
- SMILES: CNC(=S)O/C=N\O

ORCA input file:
```
! wB97M-V def2-TZVPD RIJCOSX def2/J DEFGRID3
* xyz 0 1
C -0.982 1.812 0.026
N -1.642 0.512 -0.085
C -1.052 -0.707 -0.034
S -1.901 -2.116 -0.025
O 0.243 -0.564 -0.057
C 1.130 -1.618 0.041
N 2.367 -1.404 0.053
O 2.711 -0.082 -0.073
H -0.144 1.822 -0.649
H -0.686 2.038 1.088
H -1.791 2.527 -0.205
H -2.679 0.537 0.063
H 0.725 -2.601 0.039
H 3.700 -0.156 -0.182
*
```

---

Molecular formula: C63H149N7O15
Method: DFT, wB97M-V/def2-TZVPD

- HOMO: -8.57 eV
- Kohn-Sham gap: 8.920 eV
- Energy above the lowest of the compared OMol25 structures with the same formula, charge and spin: 0.0 kcal per mole

ORCA input file:
```
! wB97M-V def2-TZVPD RIJCOSX def2/J DEFGRID3
* xyz 0 1
O 1.697 5.743 -0.826
H 2.298 5.112 -1.261
H 1.219 6.255 -1.475
O 5.460 4.839 -1.505
H 5.000 5.060 -0.679
H 5.724 3.922 -1.263
O 2.145 -1.218 -4.793
H 2.150 -0.220 -4.652
H 3.015 -1.568 -4.624
O 4.199 7.878 1.098
H 4.245 7.381 0.280
H 3.490 7.405 1.555
O 2.539 1.782 -3.240
H 2.236 1.706 -2.303
H 1.747 1.692 -3.833
O 3.128 4.606 -2.914
H 4.063 4.685 -2.644
H 2.922 3.770 -3.372
O -0.102 1.022 -4.837
H -0.445 1.461 -5.645
H -0.744 0.218 -4.667
O 0.309 -2.699 -3.454
H 0.733 -2.114 -4.068
H 0.064 -3.508 -3.942
C -0.458 -5.689 -0.772
C 0.412 -6.231 0.379
C 1.510 -7.196 -0.094
C 2.635 -7.314 0.869
C 3.179 -5.977 1.267
C 2.106 -5.061 1.920
N 1.019 -5.017 0.923
O -0.042 -4.145 1.401
C 1.756 -5.550 3.343
C 2.594 -3.628 1.978
C -0.421 -7.007 1.380
H -0.658 -6.601 -1.432
H 0.149 -5.013 -1.305
H -1.244 -5.187 -0.321
H 1.091 -8.206 -0.228
H 1.778 -6.877 -1.125
H 3.457 -7.978 0.509
H 2.232 -7.870 1.738
H 3.662 -5.387 0.421
H 3.991 -6.272 1.949
H 1.472 -4.616 3.879
H 0.943 -6.307 3.431
H 2.651 -5.888 3.842
H 2.956 -3.316 1.029
H 1.730 -3.022 2.270
H 3.472 -3.520 2.663
H -1.041 -7.777 0.969
H -1.117 -6.311 1.808
H 0.152 -7.440 2.254
H -0.343 -4.496 2.279
C -1.910 -3.561 4.585
C -2.476 -2.259 3.908
C -2.422 -2.459 2.463
C -3.215 -1.420 1.678
C -4.661 -1.406 2.105
C -4.797 -1.178 3.624
N -3.903 -2.174 4.348
O -3.906 -1.814 5.678
C -4.644 0.313 3.897
C -6.184 -1.699 4.027
C -1.591 -1.139 4.439
H -1.837 -3.632 5.642
H -0.885 -3.657 4.238
H -2.449 -4.487 4.297
H -1.323 -2.527 2.291
H -2.815 -3.414 2.110
H -3.064 -1.586 0.663
H -2.852 -0.401 1.878
H -5.222 -2.366 1.842
H -5.261 -0.636 1.598
H -4.617 0.520 4.946
H -3.676 0.722 3.541
H -5.495 0.879 3.503
H -6.306 -2.710 3.946
H -6.257 -1.353 5.038
H -7.012 -1.243 3.473
H -0.537 -1.429 4.607
H -2.001 -0.772 5.322
H -1.632 -0.312 3.769
H -4.470 -2.427 6.138
C -4.028 3.496 2.272
C -4.867 4.522 1.598
C -3.984 5.679 1.108
C -3.262 5.429 -0.202
C -4.272 4.936 -1.226
C -5.016 3.621 -0.838
N -5.695 3.948 0.445
O -6.352 2.827 0.940
C -6.054 3.259 -1.871
C -4.065 2.399 -0.727
C -5.908 5.101 2.598
H -4.669 2.664 2.464
H -3.643 3.779 3.278
H -3.192 3.122 1.657
H -4.639 6.532 1.010
H -3.283 5.801 1.955
H -2.495 4.611 -0.138
H -2.777 6.360 -0.537
H -3.691 4.680 -2.175
H -5.094 5.629 -1.410
H -5.632 3.344 -2.879
H -6.379 2.242 -1.690
H -6.862 3.921 -1.825
H -3.780 1.988 -1.656
H -3.108 2.638 -0.201
H -4.555 1.582 -0.171
H -5.478 5.686 3.380
H -6.365 4.197 3.038
H -6.706 5.617 2.045
H -7.249 3.099 0.975
C 1.746 0.389 1.916
C 1.985 0.531 0.385
C 1.351 -0.622 -0.433
C -0.146 -0.564 -0.501
C -0.588 0.673 -1.238
C -0.040 1.909 -0.496
N 1.456 1.716 -0.296
O 1.997 2.919 0.202
C -0.320 3.145 -1.424
C -0.724 2.105 0.869
C 3.502 0.483 0.110
H 1.883 1.330 2.476
H 2.490 -0.287 2.274
H 0.742 0.105 2.155
H 1.769 -0.508 -1.439
H 1.681 -1.544 0.001
H -0.550 -0.720 0.512
H -0.485 -1.427 -1.056
H -1.684 0.733 -1.201
H -0.300 0.634 -2.238
H 0.484 3.406 -2.168
H -1.216 3.035 -1.968
H -0.422 4.070 -0.890
H -0.225 2.931 1.471
H -1.729 2.485 0.695
H -0.768 1.221 1.528
H 4.028 1.204 0.706
H 3.673 0.723 -0.929
H 3.848 -0.531 0.313
H 1.460 3.244 0.967
C -2.514 -1.243 -6.334
C -3.585 -0.915 -5.283
C -4.946 -1.542 -5.753
C -5.943 -1.533 -4.614
C -5.352 -2.453 -3.537
C -4.034 -1.859 -2.915
N -3.125 -1.592 -4.062
O -1.935 -0.961 -3.680
C -4.303 -0.589 -2.142
C -3.319 -2.954 -2.102
C -3.639 0.615 -5.147
H -1.564 -0.718 -6.143
H -2.873 -0.816 -7.244
H -2.267 -2.297 -6.335
H -5.346 -0.950 -6.559
H -4.793 -2.617 -6.254
H -6.956 -1.840 -4.963
H -6.033 -0.532 -4.212
H -5.131 -3.354 -4.169
H -6.125 -2.621 -2.745
H -5.313 -0.156 -2.365
H -4.460 -0.733 -1.069
H -3.586 0.191 -2.261
H -2.536 -2.463 -1.475
H -3.888 -3.422 -1.323
H -2.895 -3.694 -2.755
H -2.738 1.053 -4.751
H -4.428 0.811 -4.368
H -3.945 1.173 -6.063
H -1.315 -1.697 -3.606
C -0.338 5.443 3.195
C 1.067 5.341 3.885
C 0.996 4.039 4.784
C 2.298 3.732 5.500
C 3.448 3.750 4.500
C 3.472 4.850 3.429
N 2.088 5.065 2.879
O 2.018 6.244 2.029
C 4.056 6.194 3.951
C 4.443 4.541 2.247
C 1.237 6.671 4.631
H -1.042 5.489 4.004
H -0.560 4.637 2.499
H -0.376 6.403 2.634
H 0.184 4.111 5.459
H 0.736 3.188 4.126
H 2.266 2.811 6.129
H 2.424 4.573 6.220
H 3.391 2.799 4.004
H 4.420 3.794 5.005
H 3.642 7.032 3.347
H 3.865 6.397 4.997
H 5.151 6.336 3.822
H 3.797 4.229 1.446
H 4.944 5.473 1.983
H 5.195 3.774 2.355
H 0.334 6.862 5.121
H 1.291 7.518 3.972
H 2.099 6.793 5.265
H 1.965 5.916 1.095
C 7.696 -3.014 -1.561
C 6.846 -4.184 -2.028
C 5.531 -4.243 -1.252
C 4.449 -3.270 -1.532
C 4.082 -3.343 -2.978
C 5.287 -3.284 -3.930
N 6.377 -4.194 -3.432
O 7.527 -4.206 -4.337
C 4.872 -3.768 -5.352
C 5.695 -1.812 -4.050
C 7.643 -5.585 -1.816
H 8.698 -3.361 -1.155
H 7.233 -2.335 -0.797
H 7.869 -2.374 -2.447
H 5.171 -5.247 -1.625
H 5.720 -4.357 -0.174
H 4.788 -2.267 -1.256
H 3.607 -3.616 -0.921
H 3.286 -2.561 -3.107
H 3.577 -4.309 -3.068
H 5.653 -3.674 -6.135
H 4.722 -4.831 -5.166
H 4.018 -3.329 -5.709
H 5.648 -1.312 -3.027
H 6.723 -1.718 -4.390
H 5.131 -1.203 -4.728
H 7.914 -5.707 -0.712
H 8.524 -5.646 -2.438
H 6.969 -6.344 -2.135
H 8.024 -3.387 -4.302
*
```

---

Molecular formula: C6H23NO6
Method: DFT, wB97M-V/def2-TZVPD

- HOMO: -9.35 eV
- Kohn-Sham gap: 9.628 eV
- Energy above the lowest of the compared OMol25 structures with the same formula, charge and spin: 75.8 kcal per mole
- SMILES: C=CC[C@H](CO)NC.O.O.O.O.O

ORCA input file:
```
! wB97M-V def2-TZVPD RIJCOSX def2/J DEFGRID3
* xyz 0 1
C -3.255 -0.536 1.052
C -2.699 0.368 0.246
C -1.304 0.856 0.436
C -0.269 -0.039 -0.280
C 0.723 -0.592 0.715
O 1.589 -1.531 0.019
N 0.354 0.767 -1.350
C 0.464 0.194 -2.691
H -4.143 -1.065 0.743
H -2.800 -0.709 2.017
H -3.277 0.769 -0.577
H -1.110 1.867 0.117
H -1.044 1.066 1.484
H -0.779 -0.816 -0.832
H 0.374 -1.134 1.593
H 1.488 0.146 0.959
H 1.130 -2.321 -0.295
H 1.310 0.997 -1.136
H -0.543 0.093 -3.107
H 1.071 0.809 -3.353
H 0.910 -0.806 -2.814
O -2.226 3.113 -1.683
H -1.574 3.813 -1.819
H -1.607 2.371 -1.606
O 1.454 0.577 3.607
H 1.481 -0.063 2.900
H 1.434 0.312 4.522
O 1.862 2.643 0.225
H 2.667 2.165 -0.009
H 2.149 3.116 1.014
O 3.066 -2.844 1.965
H 2.831 -2.312 1.180
H 2.311 -2.730 2.548
O -0.572 -3.230 -1.984
H -0.083 -2.430 -2.209
H -1.383 -2.884 -1.594
*
```

---

Molecular formula: C11H38BNO11S
Method: DFT, wB97M-V/def2-TZVPD

- HOMO: -9.62 eV
- Kohn-Sham gap: 9.803 eV
- SMILES: NB(O)[C@H]1CCOS(=O)(=O)C1.CO.CO.CO.CO.CO.CO.CO

ORCA input file:
```
! wB97M-V def2-TZVPD RIJCOSX def2/J DEFGRID3
* xyz 0 1
N 0.677 0.433 1.164
B 0.568 -0.395 -0.054
O 0.522 -1.799 0.167
C 0.549 0.183 -1.548
C -0.718 1.017 -1.903
C -0.876 2.338 -1.119
O 0.316 3.159 -1.042
S 1.475 2.717 -2.109
O 2.686 3.497 -1.753
O 1.115 2.949 -3.519
C 1.902 0.960 -1.813
H 1.377 1.156 1.047
H -0.216 0.817 1.437
H -0.156 -2.198 -0.376
H 0.556 -0.675 -2.245
H -1.585 0.384 -1.660
H -0.753 1.165 -2.987
H -1.277 2.210 -0.107
H -1.627 2.938 -1.665
H 2.453 0.577 -2.677
H 2.541 0.858 -0.929
C -3.232 1.513 -4.773
O -3.754 1.332 -3.455
H -2.149 1.584 -4.708
H -3.497 0.662 -5.404
H -3.624 2.433 -5.212
H -4.707 1.271 -3.536
C 5.418 3.896 0.318
O 5.255 2.764 1.173
H 4.580 3.928 -0.373
H 5.431 4.816 0.910
H 6.349 3.807 -0.249
H 5.999 2.748 1.776
C 1.740 -4.051 2.568
O 2.211 -2.709 2.510
H 2.303 -4.583 3.333
H 0.682 -4.067 2.826
H 1.892 -4.547 1.603
H 1.700 -2.259 1.830
C -3.413 -0.806 1.652
O -2.799 -0.835 0.364
H -2.729 -1.260 2.366
H -3.615 0.225 1.953
H -4.347 -1.374 1.639
H -3.413 -0.433 -0.255
C -5.433 3.349 -1.144
O -4.611 2.510 -0.340
H -6.191 3.813 -0.517
H -4.826 4.131 -1.607
H -5.925 2.754 -1.919
H -3.955 2.121 -0.925
C -1.187 -5.716 5.629
O -0.336 -5.150 4.638
H -1.552 -6.672 5.260
H -0.634 -5.880 6.558
H -2.040 -5.059 5.820
H -0.021 -4.308 4.975
C 4.487 -1.922 -0.161
O 3.240 -1.873 -0.855
H 5.058 -1.032 -0.418
H 4.317 -1.941 0.918
H 5.053 -2.809 -0.460
H 2.747 -2.660 -0.617
*
```

---

Molecular formula: C2HFLiOP
Method: DFT, wB97M-V/def2-TZVPD

- HOMO: -6.20 eV
- Kohn-Sham gap: 5.243 eV

ORCA input file:
```
! wB97M-V def2-TZVPD RIJCOSX def2/J DEFGRID3
* xyz 0 1
O 0.282 -0.882 -0.433
C 0.118 0.446 -0.156
C -1.073 1.047 -0.110
H -1.329 2.094 0.003
P 1.772 0.056 0.309
F -2.152 0.184 0.116
Li -1.227 -1.737 0.269
*
```

---

Molecular formula: C17H20N2O5S
Method: DFT, wB97M-V/def2-TZVPD

- HOMO: -8.62 eV
- Kohn-Sham gap: 8.336 eV
- Energy above the lowest of the compared OMol25 structures with the same formula, charge and spin: 30.9 kcal per mole
- SMILES: CCCCNC(=O)c1onc(CSc2cccc(OC)c2)c1C(=O)O

ORCA input file:
```
! wB97M-V def2-TZVPD RIJCOSX def2/J DEFGRID3
* xyz 0 1
C 5.010 -0.786 2.053
C 4.317 -1.152 0.746
C 3.769 0.088 0.042
C 3.124 -0.227 -1.308
N 1.881 -0.945 -1.146
C 0.694 -0.441 -1.489
O 0.545 0.633 -2.068
C -0.457 -1.276 -1.091
O -0.211 -2.384 -0.365
N -1.377 -2.933 0.032
C -2.351 -2.199 -0.433
C -3.755 -2.420 -0.048
S -4.048 -1.617 1.595
C -3.407 0.005 1.200
C -4.237 0.977 0.664
C -3.680 2.175 0.259
C -2.317 2.404 0.363
C -1.491 1.433 0.918
O -0.136 1.528 1.047
C 0.499 2.688 0.557
C -2.054 0.235 1.359
C -1.823 -1.101 -1.197
C -2.642 -0.112 -1.957
O -3.827 -0.279 -2.102
O -2.019 0.928 -2.470
H 4.313 -0.297 2.730
H 5.841 -0.109 1.868
H 5.396 -1.676 2.543
H 5.027 -1.658 0.088
H 3.505 -1.850 0.962
H 3.031 0.574 0.683
H 4.586 0.793 -0.126
H 3.805 -0.827 -1.919
H 2.885 0.695 -1.843
H 1.907 -1.819 -0.641
H -4.437 -1.976 -0.770
H -3.963 -3.473 0.122
H -5.290 0.783 0.547
H -4.310 2.938 -0.173
H -1.912 3.334 -0.002
H 1.554 2.572 0.800
H 0.117 3.591 1.041
H 0.384 2.771 -0.529
H -1.416 -0.512 1.806
H -1.027 0.923 -2.348
*
```

---

Molecular formula: C29H26As2F6MgN5PS3
Method: DFT, wB97M-V/def2-TZVPD

- Expectation value of S²: 0.793
- HOMO (spin up / spin down): -11.34 / -11.35 eV
- Kohn-Sham gap (spin up / spin down): 8.225 / 5.469 eV
- Energy above the lowest of the compared OMol25 structures with the same formula, charge and spin: 18.8 kcal per mole

ORCA input file:
```
! wB97M-V def2-TZVPD RIJCOSX def2/J DEFGRID3
* xyz 1 2
Mg -0.892 -0.714 1.343
S -2.244 -2.784 0.333
C -0.731 -3.458 0.437
N 0.314 -2.733 0.905
C 1.428 -3.471 0.964
C 2.694 -3.006 1.412
C 3.736 -3.880 1.400
C 3.567 -5.221 0.955
C 2.354 -5.700 0.512
C 1.276 -4.820 0.514
S -0.340 -5.102 0.024
H 2.797 -1.991 1.765
H 4.709 -3.558 1.747
H 4.421 -5.887 0.964
H 2.245 -6.723 0.177
S -4.789 5.653 -0.089
N -4.080 4.673 -1.155
C -3.715 3.599 -0.474
C -3.044 2.428 -1.033
C -2.809 2.250 -2.398
C -2.210 1.090 -2.825
C -1.815 0.156 -1.871
N -2.010 0.317 -0.570
C -2.657 1.425 -0.156
C -3.015 1.480 1.280
N -2.679 0.405 2.028
C -3.116 0.355 3.285
C -3.863 1.372 3.869
C -4.153 2.491 3.127
C -3.732 2.548 1.797
C -4.046 3.658 0.901
N -4.662 4.774 1.255
H -3.113 3.024 -3.093
H -2.017 0.905 -3.873
H -1.300 -0.750 -2.172
H -2.835 -0.516 3.860
H -4.182 1.276 4.897
H -4.711 3.322 3.542
C 0.748 2.664 1.131
As 0.990 0.912 0.316
C 2.896 0.724 0.639
C 1.010 1.362 -1.584
C 0.629 2.640 -1.994
C 0.637 2.990 -3.338
C 1.037 2.062 -4.290
C 1.415 0.787 -3.885
C 1.393 0.414 -2.542
As 1.937 -1.398 -2.002
C 3.675 -1.430 -2.877
C 0.974 -2.455 -3.342
H -0.261 3.042 0.965
H 1.476 3.366 0.735
H 0.899 2.541 2.201
H 3.393 1.602 0.237
H 3.275 -0.170 0.150
H 3.067 0.654 1.711
H 0.315 3.379 -1.273
H 0.339 3.989 -3.637
H 1.061 2.329 -5.340
H 1.730 0.073 -4.638
H 3.576 -1.310 -3.955
H 4.150 -2.385 -2.663
H 4.295 -0.629 -2.480
H 0.901 -1.928 -4.292
H -0.023 -2.723 -2.994
H 1.536 -3.377 -3.493
F -0.243 0.686 3.477
P 0.352 -0.643 4.217
F -0.772 -1.488 3.167
F -0.797 -0.568 5.299
F 1.369 0.199 5.068
F 1.388 -0.759 2.963
F 0.848 -2.040 4.756
*
```